# C4H12

A cluster of 2 separate species, C4H12 in total (the ωB97M-V functional and the def2-TZVPD basis, the OMol25 dataset).

Calculated values
Kohn-Sham gap (eV): 12.38
Energy above the lowest of the compared OMol25 structures with the same formula, charge and spin (kcal per mole): 12.5
SMILES: CC.CC
Strongest force on any atom (hartree/bohr): 0.05182

The geometry in ORCA input format:
```
! wB97M-V def2-TZVPD RIJCOSX def2/J DEFGRID3
* xyz 0 1
C 0.9214 0.8652 -1.5644
C 0.4565 2.2989 -1.4525
H 0.4946 0.2842 -0.7350
H 0.6677 0.3269 -2.4733
H 2.0041 0.8230 -1.4276
H 0.9298 2.9004 -2.2309
H -0.5923 2.3068 -1.7886
H 0.5495 2.7203 -0.4566
C -0.2815 -2.1465 1.9177
C -1.0570 -0.9764 1.2161
H -0.7373 -2.9924 1.3940
H 0.7657 -2.0280 1.6477
H -0.4284 -2.2318 2.9748
H -0.3166 -0.1892 1.0648
H -1.3833 -1.1909 0.1937
H -1.9928 -0.7705 1.7200
*
```